Record 1
# C43H63Br3F3IN11O5S

9 unconnected molecules or ions with the total composition C43H63Br3F3IN11O5S at a distorted geometry (wB97M-V/def2-TZVPD, the Open Molecules 2025 dataset).

```
130
Properties=species:S:1:pos:R:3
C 1.70 4.96 -2.01
C 1.32 3.59 -2.15
C 0.49 2.75 -1.06
C 1.46 1.91 -0.04
Br 3.39 2.53 -0.17
O 1.11 2.38 1.29
C 0.00 1.66 1.87
I -0.62 2.79 3.60
C 0.31 0.09 2.02
C 1.67 -0.31 2.77
C 2.34 0.82 3.68
C 3.67 0.12 4.35
C 4.06 0.88 5.72
S 2.85 0.63 7.10
O 3.63 0.80 8.39
O 1.77 1.70 7.13
O 2.19 -0.91 7.14
C -0.93 -0.57 2.80
C -0.86 -0.59 4.40
C -0.90 -2.12 4.93
O -1.95 -2.83 4.72
N 0.22 -2.79 5.62
C 1.02 -3.57 4.66
C 0.46 -4.38 3.46
C 1.40 -5.15 2.46
C 2.96 -5.10 2.65
C 3.54 -4.31 3.86
C 2.58 -3.56 4.83
N 0.31 -0.38 0.56
N 0.32 -1.77 0.39
C -0.96 -2.35 -0.09
C -1.36 -2.13 -1.61
C -2.85 -2.76 -1.88
C 1.39 0.32 -0.26
C 1.30 -0.11 -1.83
C 2.58 0.29 -2.71
C 3.87 -0.67 -2.45
F 3.63 -1.68 -1.46
Br 5.54 0.39 -2.11
C 4.19 -1.49 -3.82
F 4.42 -0.63 -4.92
F 5.34 -2.33 -3.55
Br 2.69 -2.80 -4.15
H 1.02 5.82 -1.71
H 2.82 5.19 -2.15
H 1.59 3.09 -3.16
H -0.34 2.11 -1.50
H -0.05 3.56 -0.43
H -0.88 1.77 1.12
H 2.51 -0.65 2.05
H 1.56 -1.24 3.45
H 1.72 1.19 4.56
H 2.75 1.72 3.11
H 4.53 0.33 3.62
H 3.52 -1.00 4.51
H 5.07 0.45 6.09
H 4.15 2.02 5.57
H 1.43 -0.86 7.78
H -1.90 -0.04 2.49
H -1.11 -1.69 2.54
H -0.03 0.03 4.87
H -1.85 -0.13 4.78
H -0.13 -3.37 6.41
H -0.66 -4.42 3.29
H 0.95 -5.72 1.58
H 3.68 -5.62 1.92
H 4.69 -4.28 3.99
H 3.09 -2.98 5.69
H -0.58 -0.07 0.10
H 0.58 -2.30 1.23
H -1.89 -2.03 0.54
H -0.88 -3.49 0.08
H -0.63 -2.58 -2.38
H -1.45 -1.01 -1.84
H -2.78 -3.62 -2.64
H -3.61 -1.98 -2.21
H -3.20 -3.21 -0.89
H 2.45 -0.06 0.01
H 1.23 -1.26 -1.95
H 0.37 0.31 -2.35
H 2.84 1.39 -2.73
H 2.28 0.04 -3.80
C -2.39 5.74 -2.60
C -2.15 4.31 -2.37
N -1.97 3.19 -2.20
H -3.42 5.94 -2.88
H -2.17 6.33 -1.70
H -1.75 6.13 -3.40
C -3.35 -6.67 3.65
C -2.64 -6.80 2.38
N -2.09 -6.90 1.37
H -2.86 -7.24 4.45
H -3.40 -5.63 3.98
H -4.38 -7.04 3.58
C -5.72 2.52 -2.25
C -5.80 3.60 -3.24
N -5.87 4.45 -4.02
H -4.76 2.01 -2.30
H -5.83 2.90 -1.23
H -6.50 1.77 -2.41
C -3.43 -2.22 8.14
C -2.19 -1.85 8.83
N -1.21 -1.57 9.37
H -3.77 -3.22 8.43
H -4.24 -1.53 8.37
H -3.29 -2.22 7.06
C 3.82 -3.00 -7.80
C 2.80 -3.66 -8.62
N 1.99 -4.17 -9.26
H 3.50 -2.00 -7.50
H 4.03 -3.56 -6.89
H 4.76 -2.89 -8.34
C 2.94 5.67 -6.43
C 1.89 5.50 -5.43
N 1.06 5.37 -4.64
H 3.29 4.70 -6.81
H 2.59 6.25 -7.29
H 3.81 6.19 -6.02
C -9.72 4.07 -2.92
C -9.50 2.67 -2.53
N -9.33 1.58 -2.22
H -8.98 4.74 -2.46
H -9.64 4.20 -4.01
H -10.71 4.42 -2.63
C 0.63 3.26 -9.30
C 0.97 3.07 -7.88
N 1.25 2.92 -6.78
H 1.31 2.71 -9.95
H -0.38 2.92 -9.51
H 0.68 4.31 -9.58
```

The value obtained for the gap between HOMO and LUMO is 7.671 eV. Its total charge is +1. The calculation puts the LUMO energy at -2.44 eV. The spin multiplicity is 1.

Results of the Mulliken charge analysis, in e, for atoms 1 through 99: C -0.8576; C -0.2799; C 0.0678; C 0.6944; Br -0.1638; O -0.2511; C -1.6838; I 0.1237; C 1.4109; C 0.3641; C -0.2064; C -0.3942; C -0.8084; S 1.1115; O -0.6305; O -0.5932; O -0.3177; C -0.7676; C 0.2554; C -0.3217; O -0.5837; N 0.1047; C -0.0914; C -0.4033; C -0.4580; C -0.5367; C -0.5381; C -0.0853; N 0.7935; N -0.4342; C -0.7994; C 0.3818; C -1.0601; C -0.9364; C -0.2125; C -1.2941; C 0.2679; F -0.2609; Br -0.0691; C 0.5322; F -0.1854; F -0.2505; Br -0.1271; H 0.1776; H 0.2108; H 0.1179; H 0.1400; H 0.4376; H 0.7124; H 0.3541; H -1.1577; H 0.2308; H 0.1676; H 0.4231; H 0.0253; H 0.4082; H 0.3531; H 0.3053; H 0.4051; H -0.0092; H -0.0408; H 0.4405; H 0.3944; H 0.3250; H 0.4219; H 0.3476; H 0.3394; H 0.4557; H 0.8472; H -0.0506; H 0.2990; H 0.4261; H 0.1698; H -0.1134; H 0.2807; H 0.2949; H 0.3313; H 0.3994; H 0.2308; H 0.4195; H 0.4359; H 0.4418; C -0.9362; C 0.4902; N -0.4387; H 0.2958; H 0.3057; H 0.2525; C -0.6807; C 0.4138; N -0.4476; H 0.2708; H 0.1498; H 0.3323; C -0.7519; C 0.3966; N -0.4605; H 0.2188; H 0.2513

Record 2
# C33H31BaN13O2S2

A molecular structure, C33H31BaN13O2S2 at a distorted geometry (wB97M-V/def2-TZVPD, the Open Molecules 2025 dataset).

```
82
Properties=species:S:1:pos:R:3
Ba -0.05 -0.11 -0.13
C -0.08 3.63 0.25
C 0.00 3.51 -1.27
N -0.60 2.27 -1.72
C -0.16 1.87 -3.04
C 1.23 1.28 -3.00
C 1.93 1.04 -4.18
C 3.19 0.50 -4.09
C 3.73 0.24 -2.85
C 2.96 0.51 -1.72
C 3.54 0.26 -0.35
N 2.56 0.28 0.72
C 2.65 1.42 1.61
C 2.03 2.66 0.97
N 0.59 2.52 0.91
N 1.73 1.00 -1.81
H -1.13 3.63 0.56
H 0.36 4.60 0.55
H 1.04 3.50 -1.58
H -0.47 4.40 -1.72
H -1.61 2.35 -1.73
H -0.17 2.70 -3.77
H -0.83 1.08 -3.39
H 1.48 1.27 -5.13
H 3.75 0.26 -4.99
H 4.73 -0.17 -2.75
H 4.32 1.02 -0.18
H 4.04 -0.71 -0.38
H 2.67 -0.57 1.26
H 3.70 1.65 1.88
H 2.11 1.18 2.53
H 2.41 2.74 -0.05
H 2.34 3.56 1.53
H 0.24 2.46 1.86
N -4.30 -1.55 -2.79
C -5.18 -0.67 -2.22
C -4.43 0.37 -1.76
N -3.12 0.16 -2.03
C -3.06 -1.01 -2.65
C -1.86 -1.61 -3.16
N -0.65 -1.13 -2.98
C 0.19 -1.93 -3.68
C -0.52 -2.90 -4.32
N -1.83 -2.69 -3.99
H -4.53 -2.46 -3.15
H -6.24 -0.86 -2.20
H -4.75 1.27 -1.27
H 1.24 -1.75 -3.69
H -0.21 -3.72 -4.92
H -2.57 -3.33 -4.20
S 1.71 -2.70 -0.60
C 0.51 -3.75 -1.21
C 0.98 -4.73 -2.09
N 1.39 -5.51 -2.83
C -0.86 -3.69 -0.98
S -1.74 -2.64 0.06
C -1.71 -4.51 -1.74
N -2.48 -5.04 -2.40
O -2.18 -0.66 8.02
N -1.27 -1.03 7.28
O -0.27 -1.62 7.69
C -1.38 -0.70 5.90
C -2.37 0.20 5.55
C -2.53 0.65 4.23
C -3.55 1.55 3.87
C -3.64 1.96 2.56
C -2.72 1.46 1.64
N -1.75 0.63 1.95
C -1.64 0.21 3.21
C -0.61 -0.74 3.56
N 0.23 -1.15 2.59
C 1.10 -2.10 2.86
C 1.20 -2.72 4.10
C 0.40 -2.28 5.13
C -0.52 -1.24 4.89
H -3.02 0.58 6.33
H -4.23 1.90 4.63
H -4.41 2.65 2.26
H -2.79 1.74 0.60
H 1.73 -2.40 2.04
H 1.90 -3.53 4.26
H 0.46 -2.72 6.11
```

The value obtained for the gap between HOMO and LUMO is 4.071 eV. For the energy above the lowest of the compared OMol25 structures with the same formula, charge and spin, the calculation gives 43.9 kJ/mol. The calculation puts the LUMO energy at -1.68 eV. The spin multiplicity is 1.

Atom-resolved charges from Mulliken, all expressed in e: Ba -0.2156; C -1.0027; C -0.8589; N 0.4573; C -1.4442; C 1.0280; C -1.0227; C -0.6638; C -0.9863; C 1.3470; C -2.0499; N 0.2682; C -1.1104; C -0.5843; N 0.4694; N 0.3537; H 0.2851; H 0.4182; H 0.3712; H 0.4269; H 0.2437; H 0.4002; H 0.2148; H 0.4851; H 0.4098; H 0.4963; H 0.3527; H 0.5528; H 0.1669; H 0.4568; H 0.3917; H 0.3010; H 0.4838; H 0.1893; N -0.0650; C -0.8136; C -0.4752; N 0.2266; C -0.4525; C 0.2829; N 0.6322; C -0.3560; C -1.1799; N 0.1076; H 0.2290; H 0.4571; H 0.4686; H 0.3612; H 0.4266; H 0.3494; S -0.2453; C 0.7883; C -0.1692; N -0.6338; C 0.5843; S -0.2861; C -0.2535; N -0.7634; O -0.6218; N 1.0169; O -0.6079; C -0.2582; C -0.3658; C 1.0425; C -0.8298; C -1.2700; C -0.3974; N 0.7249; C -0.8310; C -0.7465; N 1.2278; C -0.2062; C -1.3225; C -0.6348; C 0.8550; H 0.5639; H 0.4607; H 0.4910; H 0.6336; H 0.1803; H 0.4807; H 0.5632